## a
Below is C15H20N2O5S in the gas phase, with properties calculated with ωB97M-V/def2-TZVPD.

Last column: natural (NBO) charge in e.
Geometry (Å):
1 S -1.5983 1.0372 -1.8176  2.10
2 O -2.7500 1.6681 -1.1727  -0.87
3 O 2.4345 -2.0745 4.1118  -0.56
4 O -1.9319 0.3116 -3.2896  -0.91
5 O 2.0206 -3.6651 1.5409  -0.52
6 O 0.2671 -3.0437 3.2360  -0.53
7 N -0.1664 1.9319 -2.2446  -0.63
8 N 3.1068 -4.1314 4.8868  -0.87
9 C 1.0452 -3.0149 1.7851  0.81
10 C 0.0990 -1.0082 -1.2640  -0.13
11 C 0.0484 2.6721 -0.9917  -0.22
12 C -0.6601 -0.0473 -0.7585  -0.33
13 C -0.1600 2.4437 -3.6503  -0.18
14 C -1.2464 -0.4059 0.4902  -0.13
15 C -0.8386 -1.3302 1.3478  -0.24
16 C 0.8705 -1.9058 -0.4213  -0.12
17 C 0.9806 -3.8792 3.9214  -0.18
18 C -0.3831 5.3012 -1.6933  -0.39
19 C -0.0742 4.9288 -3.2176  -0.42
20 C 0.3212 -1.9221 0.9440  -0.11
21 C 2.2649 -3.1895 4.2668  0.68
22 C -0.8332 3.8830 -3.6333  -0.44
23 C -0.8406 3.9619 -0.6976  -0.44
24 H -0.8239 4.2897 0.3909  0.24
25 H -1.1155 6.0629 -1.4800  0.20
26 H 0.5059 -3.8838 4.8080  0.21
27 H -1.1789 -1.0936 2.4977  0.28
28 H 3.0803 -5.2120 4.9101  0.40
29 H 1.1386 -4.9005 3.6392  0.17
30 H -0.7273 4.1405 -4.7776  0.22
31 H 0.5398 -0.7300 -2.1641  0.23
32 H -0.1305 5.9729 -3.5805  0.22
33 H -0.6549 1.7827 -4.2381  0.25
34 H -1.6273 3.5386 -1.2100  0.22
35 H 0.6124 5.7524 -1.2722  0.19
36 H 0.0850 2.0510 -0.2643  0.19
37 H -2.2197 0.2588 0.8998  0.24
38 H 3.9181 -3.9422 5.2954  0.37
39 H 1.4993 -2.5318 -0.5454  0.19
40 H -1.8589 3.9294 -3.3635  0.23
41 H 1.0527 2.5461 -3.8472  0.20
42 H 1.1903 3.0540 -1.3040  0.19
43 H 0.9130 4.6932 -3.2898  0.20

Properties
HOMO in hartree: -0.345
LUMO in eV: -0.81
SMILES: NC(=O)COC(=O)c1ccc(S(=O)(=O)N2CCCCCC2)cc1
M in g/mol: 340.4

---

## b
Below is C15H20N2O5S in the gas phase, with properties calculated with ωB97M-V/def2-TZVPD.

Last column: natural (NBO) charge in e.
Geometry (Å):
1 S -1.5455 -2.1281 4.1190  2.15
2 O -2.0216 1.7867 0.2571  -0.61
3 O 3.5835 0.8744 -3.9118  -0.54
4 O -0.9675 -3.1623 0.7958  -0.65
5 O -0.1964 -1.7038 3.8270  -0.98
6 O -2.0228 -1.8488 5.4459  -0.95
7 N -0.1268 -1.0924 1.1273  -0.64
8 N -0.2277 0.7932 -0.7463  -0.63
9 C 0.2123 1.7523 -1.6622  0.23
10 C 3.5508 2.8908 -5.1737  -0.72
11 C -0.4154 2.9840 -1.8327  -0.24
12 C 3.0400 1.9354 -4.1257  0.58
13 C -1.2599 0.8553 0.1303  0.68
14 C 1.3309 1.4476 -2.4271  -0.21
15 C -2.7165 -1.3729 2.9300  -0.65
16 C -1.6710 -3.9115 3.8314  -0.87
17 C -2.1286 -0.1355 2.2767  -0.43
18 C 0.0843 3.8818 -2.7599  -0.20
19 C 1.1977 3.5801 -3.5230  -0.19
20 C -0.0345 -2.4518 1.1163  0.72
21 C -1.4059 -0.4366 0.9580  -0.15
22 C 1.3309 -2.9697 1.4796  -0.73
23 C 1.8341 2.3504 -3.3595  -0.16
24 H 1.5633 4.3018 -4.2352  0.21
25 H 3.8400 3.8318 -4.7106  0.23
26 H -2.9580 -2.1419 2.2021  0.25
27 H -0.9417 -4.4020 4.4637  0.25
28 H 2.7757 3.0883 -5.9107  0.23
29 H 0.5442 -0.6085 1.7070  0.41
30 H 1.8361 0.4985 -2.3146  0.23
31 H -2.6730 -4.2137 4.1051  0.24
32 H 4.4153 2.4534 -5.6665  0.24
33 H 1.3885 -4.0340 1.2710  0.24
34 H -1.4672 -4.1046 2.7855  0.27
35 H -2.9145 0.5893 2.0537  0.26
36 H 2.1044 -2.4439 0.9255  0.23
37 H -2.0231 -1.1252 0.3625  0.25
38 H 1.4818 -2.7975 2.5436  0.26
39 H -1.2827 3.2275 -1.2425  0.26
40 H -1.4279 0.3321 2.9726  0.23
41 H -0.4077 4.8344 -2.8865  0.22
42 H -3.5881 -1.1384 3.5334  0.26
43 H 0.3100 -0.0660 -0.7315  0.42

Properties
HOMO in hartree: -0.330
LUMO in eV: 0.17
SMILES: CC(=O)N[C@@H](CCS(C)(=O)=O)C(=O)Nc1cccc(C(C)=O)c1
M in g/mol: 340.4

---

Least stable of them? a.

---

## a
Below is 12 unconnected molecules or ions with the total composition C24H36N12, with properties calculated with ωB97M-V/def2-TZVPD.

Last column: Mulliken charge in e.
Geometry (Å):
1 N -16.8310 -14.3835 -12.8273  -0.49
2 N -24.7414 -17.2159 -6.3761  -0.48
3 N -23.3786 -15.1452 -11.9983  -0.48
4 N -20.5852 -17.3523 -12.1880  -0.16
5 N -22.0393 -14.6829 -15.7495  -0.45
6 N -23.6878 -18.9305 -10.5261  -0.38
7 N -20.4720 -19.5588 -16.0235  -0.45
8 N -19.6694 -13.8564 -5.0839  -0.52
9 N -20.4296 -13.2253 -8.6268  -0.48
10 N -20.9232 -22.3011 -7.3801  -0.50
11 N -20.2717 -18.6866 -6.7820  -0.19
12 N -19.7025 -21.3325 -10.4987  -0.40
13 C -19.9232 -18.4418 -5.6772  0.30
14 C -21.0238 -16.9658 -11.1669  -0.37
15 C -19.4828 -18.2028 -4.2559  -1.00
16 C -22.7910 -20.4789 -7.4737  -0.28
17 C -23.9132 -16.7655 -14.0679  -0.93
18 C -21.5441 -16.5435 -9.8652  0.70
19 C -19.0093 -11.5844 -7.0925  -0.99
20 C -23.3751 -21.3927 -11.2710  -0.84
21 C -19.7653 -19.8898 -15.1676  0.34
22 C -23.6281 -15.8667 -12.8542  0.45
23 C -19.7737 -12.4945 -7.9891  0.50
24 C -18.1809 -19.7062 -9.1391  -0.60
25 C -25.0729 -16.7599 -7.3710  0.45
26 C -19.0427 -20.6487 -9.8945  0.31
27 C -17.7634 -14.3065 -12.0708  0.18
28 C -20.5692 -14.4713 -5.5010  0.26
29 C -18.8742 -14.2583 -11.1684  -0.16
30 C -18.9570 -20.3125 -14.0456  -0.62
31 C -19.5734 -15.1112 -15.0009  -0.33
32 C -23.5992 -20.0399 -10.8391  0.41
33 C -25.5997 -16.1924 -8.6430  -0.63
34 C -20.9666 -14.8918 -15.4413  0.28
35 C -21.7430 -15.1761 -6.1068  -0.49
36 C -21.7319 -21.4658 -7.3686  0.21
37 H -19.5123 -11.5167 -6.1279  0.30
38 H -21.1579 -17.2115 -9.0953  -0.21
39 H -21.5494 -15.6473 -7.0704  -0.05
40 H -18.3976 -18.1039 -4.2297  0.30
41 H -19.1184 -13.2562 -10.8160  0.27
42 H -17.8496 -20.2249 -8.2394  0.30
43 H -17.3165 -19.5846 -9.7919  0.34
44 H -19.4960 -14.4468 -14.1403  -0.11
45 H -19.7511 -19.0765 -3.6619  0.31
46 H -19.7413 -17.2826 -3.7320  0.31
47 H -19.1227 -19.6292 -13.2126  0.05
48 H -18.8099 -10.6347 -7.5889  0.37
49 H -19.4153 -16.1324 -14.6542  0.18
50 H -22.4707 -19.7139 -8.1810  -0.24
51 H -19.1278 -21.3574 -13.7865  0.33
52 H -19.7365 -14.5986 -11.7418  -0.10
53 H -18.8347 -14.7632 -15.7229  0.37
54 H -24.9278 -17.1441 -13.9440  0.35
55 H -22.0051 -15.9322 -5.3668  0.39
56 H -22.6334 -16.5266 -9.8326  -0.14
57 H -23.1761 -17.5430 -14.2689  0.20
58 H -22.9275 -20.1441 -6.4454  0.34
59 H -22.5377 -21.4078 -11.9687  0.21
60 H -17.9807 -11.9328 -6.9992  0.29
61 H -17.9256 -20.3029 -14.3982  0.34
62 H -18.6048 -14.8715 -10.3085  0.27
63 H -21.2280 -15.5094 -9.7278  0.24
64 H -25.1365 -16.7312 -9.4695  0.06
65 H -23.1980 -22.0250 -10.4010  0.27
66 H -24.2310 -21.7994 -11.8097  0.36
67 H -18.7535 -18.8052 -8.9191  0.04
68 H -22.6472 -14.5712 -6.1754  0.39
69 H -23.7305 -20.9372 -7.7825  0.44
70 H -24.0381 -16.1449 -14.9552  0.39
71 H -25.3532 -15.1313 -8.6822  0.28
72 H -26.6874 -16.1890 -8.7137  0.36

Properties
HOMO in hartree: -0.413
LUMO in eV: 0.24
SMILES: CC#N.CC#N.CC#N.CC#N.CC#N.CC#N.CC#N.CC#N.CC#N.CC#N.CC#N.CC#N
M in g/mol: 492.6

---

## b
Below is 12 unconnected molecules or ions with the total composition C24H36N12, with properties calculated with ωB97M-V/def2-TZVPD.

Last column: Mulliken charge in e.
Geometry (Å):
1 N -14.7711 -4.8950 -16.2712  -0.39
2 N -11.5902 11.9957 -23.2774  -0.36
3 N -19.9381 7.3951 -19.3777  -0.38
4 N -12.6377 8.1521 -29.7517  -0.33
5 N -7.4202 -0.7186 -15.3267  -0.38
6 N -17.8100 0.9063 -15.2554  -0.33
7 N -14.2563 -2.8113 -27.0283  -0.38
8 N -14.5682 3.2178 -21.4668  -0.41
9 N -19.9314 3.2435 -26.1379  -0.32
10 N -13.7193 8.9953 -15.2252  -0.37
11 N -9.2704 5.8068 -20.8529  -0.34
12 N -18.9761 -7.9636 -21.1539  -0.34
13 C -19.8917 7.6947 -20.5225  0.28
14 C -16.8330 -0.2871 -13.1214  -0.68
15 C -9.1225 5.2178 -21.8253  0.28
16 C -14.5933 2.0982 -21.0179  0.36
17 C -18.1280 -7.2560 -21.4819  0.28
18 C -14.1820 7.9763 -27.7229  -0.76
19 C -12.6383 11.1727 -21.0064  -0.79
20 C -9.6474 0.7565 -15.4253  -0.63
21 C -13.9880 7.9018 -15.5432  0.28
22 C -14.7468 -3.2299 -27.9952  0.27
23 C -15.4357 -3.6954 -29.1839  -0.64
24 C -8.8708 4.4754 -23.0768  -0.72
25 C -15.3528 -7.2071 -15.1443  -0.69
26 C -17.3949 0.3904 -14.3279  0.26
27 C -12.0772 11.6737 -22.2624  0.36
28 C -15.0195 -5.9197 -15.7495  0.31
29 C -14.6282 0.8120 -20.4097  -0.73
30 C -17.0254 -6.3326 -21.8746  -0.71
31 C -18.8816 0.7916 -26.0993  -0.64
32 C -14.3505 6.5255 -15.9982  -0.66
33 C -19.5039 2.1937 -26.0913  0.22
34 C -8.4064 -0.0515 -15.3282  0.27
35 C -13.3323 8.0819 -28.8511  0.32
36 C -19.8301 8.0476 -21.9528  -0.65
37 H -16.1371 -4.4559 -28.8407  0.25
38 H -13.9850 7.0558 -27.1734  0.26
39 H -12.9147 10.1247 -21.1215  0.25
40 H -7.7857 4.3989 -23.1462  0.24
41 H -14.4684 -7.8427 -15.1896  0.26
42 H -9.5161 3.5969 -23.0832  0.26
43 H -14.2943 0.9840 -19.3865  0.23
44 H -9.1944 1.7160 -15.6747  0.24
45 H -15.6828 -7.0823 -14.1130  0.26
46 H -10.1613 0.7159 -14.4649  0.25
47 H -17.5965 -0.2784 -12.3435  0.25
48 H -15.6285 0.3833 -20.3498  0.27
49 H -19.5889 9.1088 -22.0134  0.25
50 H -14.5760 6.6154 -17.0608  0.25
51 H -16.0293 -2.8704 -29.5778  0.26
52 H -18.7500 0.4362 -25.0773  0.25
53 H -13.4883 5.8757 -15.8487  0.24
54 H -16.6540 -6.4344 -22.8942  0.27
55 H -9.3470 4.9235 -23.9489  0.27
56 H -14.6111 -4.0809 -29.7835  0.25
57 H -15.2389 6.1641 -15.4802  0.26
58 H -15.9367 0.2347 -12.7859  0.25
59 H -10.2321 0.4558 -16.2947  0.25
60 H -16.0545 -7.7267 -15.7969  0.26
61 H -16.1662 -6.5821 -21.2519  0.25
62 H -16.5165 -1.3059 -13.3449  0.25
63 H -13.9903 0.0660 -20.8836  0.27
64 H -12.0161 11.2494 -20.1147  0.27
65 H -20.8443 7.8982 -22.3231  0.25
66 H -13.5892 11.6192 -20.7158  0.27
67 H -19.0961 7.4209 -22.4595  0.26
68 H -15.2290 8.1047 -27.9976  0.25
69 H -13.8957 8.7204 -26.9796  0.26
70 H -17.9524 0.9429 -26.6487  0.24
71 H -17.3829 -5.3112 -21.7438  0.24
72 H -19.5673 0.1273 -26.6252  0.25

Properties
HOMO in hartree: -0.423
LUMO in eV: -0.08
SMILES: CC#N.CC#N.CC#N.CC#N.CC#N.CC#N.CC#N.CC#N.CC#N.CC#N.CC#N.CC#N
M in g/mol: 492.6

---

Least stable of them? b.

---

## a
Below is 2 unconnected molecules or ions with the total composition CH2FPSi, with properties calculated with ωB97M-V/def2-TZVPD.

Last column: natural (NBO) charge in e.
Geometry (Å):
1 P 3.0672 0.7229 1.0494  0.36
2 Si -3.1988 0.9081 -0.0876  0.55
3 F 2.5845 -1.8431 0.0079  -0.28
4 C 2.8670 -0.6574 0.3854  -0.08
5 H -2.2646 1.5298 -1.1646  -0.28
6 H -3.0554 -0.6604 -0.1905  -0.27

Properties
HOMO in hartree: -0.313
LUMO in eV: -1.14
M in g/mol: 92.1

---

## b
Below is CH2FPSi in the gas phase, with properties calculated with ωB97M-V/def2-TZVPD.

Last column: natural (NBO) charge in e.
Geometry (Å):
1 P -2.5152 1.2519 0.0052  0.26
2 Si -0.5432 0.1116 0.0052  0.74
3 F -3.1008 -1.4916 0.0199  -0.33
4 C -2.3175 -0.4001 -0.0641  -0.37
5 H 0.1772 0.2252 1.3037  -0.14
6 H 0.0297 0.4483 -1.1821  -0.16

Properties
HOMO in hartree: -0.332
LUMO in eV: 0.13
SMILES: FC1=P[SiH2]1
M in g/mol: 92.1

---

## c
Below is CH2FPSi in the gas phase, with properties calculated with ωB97M-V/def2-TZVPD.

Last column: natural (NBO) charge in e.
Geometry (Å):
1 P 0.0298 2.2553 1.6584  0.26
2 Si -0.1065 0.4989 0.2540  0.72
3 F -1.6434 2.9579 -0.3936  -0.33
4 C -0.6800 2.2412 0.1818  -0.37
5 H -0.8936 -0.6009 0.7741  -0.13
6 H 1.1678 0.4753 -0.3157  -0.14

Properties
HOMO in hartree: -0.330
LUMO in eV: 0.07
SMILES: FC1=P[SiH2]1
M in g/mol: 92.1

---

Least stable of them? a.

---

## a
Below is 5 unconnected molecules or ions with the total composition C10H15N5, with properties calculated with ωB97M-V/def2-TZVPD.

Last column: natural (NBO) charge in e.
Geometry (Å):
1 N 2.6793 0.2757 3.6208  -0.33
2 N 6.6861 -3.0773 -4.2866  -0.33
3 N -7.8751 2.4155 1.1591  -0.32
4 N 2.0652 2.0921 -1.3968  -0.33
5 N -3.7873 -2.2989 -1.5055  -0.34
6 C -6.9375 2.6315 0.4675  0.29
7 C -6.1159 -3.4526 -0.9351  -0.71
8 C 3.8303 0.2453 3.7850  0.29
9 C 6.8158 -2.0829 -1.7951  -0.72
10 C -4.8469 -2.7856 -1.3087  0.29
11 C 6.7322 -2.6238 -3.1707  0.28
12 C 1.0570 2.2701 -0.8627  0.29
13 C -0.2087 2.4814 -0.2569  -0.73
14 C 5.3236 0.3100 4.0322  -0.71
15 C -5.8087 2.8532 -0.4095  -0.73
16 H -0.9205 2.8702 -0.9851  0.25
17 H 5.5272 1.2758 4.4948  0.25
18 H -5.7985 -4.3849 -0.4681  0.26
19 H 5.7145 -0.5457 4.5827  0.25
20 H 6.1547 -2.6365 -1.1282  0.26
21 H -5.6451 1.9305 -0.9662  0.26
22 H -0.6644 1.5541 0.0903  0.26
23 H -0.1689 3.1286 0.6193  0.26
24 H 6.6199 -1.0171 -1.9121  0.26
25 H -5.9336 3.5951 -1.1982  0.26
26 H 7.8511 -2.1524 -1.4614  0.25
27 H 5.8669 0.3836 3.0901  0.25
28 H -4.8815 3.0830 0.1155  0.25
29 H -6.7980 -3.6147 -1.7696  0.26
30 H -6.5334 -2.7232 -0.2409  0.26

Properties
HOMO in hartree: -0.416
LUMO in eV: 0.29
SMILES: CC#N.CC#N.CC#N.CC#N.CC#N
M in g/mol: 205.3

---

## b
Below is a molecular structure, C10H15N5, with properties calculated with ωB97M-V/def2-TZVPD.

Last column: natural (NBO) charge in e.
Geometry (Å):
1 N -8.6958 0.0672 7.0795  -0.38
2 N -11.4716 -0.4196 6.3442  -0.46
3 N -10.8521 3.4877 8.9859  -0.38
4 N -11.4300 1.7193 5.0533  -0.42
5 N -12.6457 0.7595 8.9417  -0.48
6 C -11.1429 2.6742 9.7424  0.32
7 C -9.8400 0.2046 4.7988  -0.73
8 C -11.0013 -2.4846 7.7617  -0.74
9 C -11.7258 2.3103 4.0570  0.39
10 C -9.1878 0.1286 6.0724  0.32
11 C -12.8885 0.9724 7.8486  0.40
12 C -11.4961 1.5952 10.6490  -0.72
13 C -12.1273 3.1256 2.8881  -0.71
14 C -13.0781 1.2118 6.4219  -0.72
15 C -11.2900 -1.2945 7.0391  0.43
16 H -13.4469 2.2119 6.1942  0.22
17 H -9.3683 1.0961 4.3855  0.23
18 H -12.5182 1.7769 10.9810  0.25
19 H -11.8426 -3.0823 8.1125  0.26
20 H -13.8234 0.5170 6.0348  0.23
21 H -9.7129 -0.6682 4.1584  0.23
22 H -11.4636 0.6048 10.1949  0.30
23 H -11.4009 2.9177 2.1025  0.25
24 H -10.2879 -2.2945 8.5636  0.27
25 H -13.1267 2.9020 2.5149  0.26
26 H -10.7063 1.5538 11.3991  0.23
27 H -10.9075 0.3962 4.9080  0.31
28 H -10.5228 -3.1929 7.0854  0.26
29 H -12.1668 0.9976 5.8635  0.31
30 H -12.0841 4.1764 3.1745  0.27

Properties
HOMO in hartree: -0.330
LUMO in eV: 0.37
M in g/mol: 205.3

---

Least stable of them? b.

---

## a
Below is CH7NOSi2 in the gas phase, with properties calculated with ωB97M-V/def2-TZVPD.

Last column: natural (NBO) charge in e.
Geometry (Å):
1 Si -0.2795 -1.4780 -0.9704  0.89
2 Si -0.3519 1.6252 0.2071  0.84
3 O 2.0712 -0.0543 1.7274  -0.32
4 N 1.6579 0.0716 0.5470  0.11
5 C 0.2530 -0.2170 0.3588  -0.94
6 H -1.1544 -2.4826 -0.2261  -0.14
7 H -0.2744 -0.7025 1.2253  0.25
8 H -1.0191 -0.5634 -2.0426  -0.14
9 H 0.8017 -2.2316 -1.4340  -0.16
10 H 0.5646 2.2722 -0.8262  -0.12
11 H -1.8412 1.3896 -0.1325  -0.15
12 H -0.4277 2.3709 1.5661  -0.12

Properties
HOMO in hartree: -0.344
LUMO in eV: -0.27
SMILES: O=NC([SiH3])[SiH3]
M in g/mol: 105.2

---

## b
Below is a molecular structure, CH7NOSi2, with properties calculated with ωB97M-V/def2-TZVPD.

Last column: natural (NBO) charge in e.
Geometry (Å):
1 Si -0.2953 -2.5229 -0.8172  0.77
2 Si -2.0321 2.0224 1.3730  1.59
3 O -2.3020 0.8027 0.5351  -1.15
4 N -0.5324 -0.4470 1.4031  -0.34
5 C -0.5491 -1.2491 0.5679  -0.07
6 H 1.0494 -2.1594 -1.4489  -0.12
7 H -1.2804 -3.0081 -1.7642  -0.11
8 H -1.0636 3.2552 1.2993  -0.21
9 H -2.6630 2.0415 2.8358  -0.23
10 H 0.2479 -3.5667 0.1325  -0.13
11 H 4.7292 2.1640 -2.3787  0.00
12 H 4.6913 2.6673 -1.7376  0.00

Properties
HOMO in hartree: -0.373
LUMO in eV: -0.15
M in g/mol: 105.2

---

Least stable of them? a.